No. 1
54
Properties=species:S:1:pos:R:3:forces:R:3 method="wB97M-V/def2-TZVPD" molar_mass_g_mol=383.5 homo_lumo_gap_ev=7.930 smiles="CN(C)c1ccc(/C=N/NC(=O)CN2CCN(c3ccc(F)cc3)CC2)cc1" largest_force_ev_per_a=1.090 e_tot_ev=-34413.1658 homo_energy_ev=-7.34 lumo_energy_ev=0.588
C -7.66549 -2.45842 0.84950 0.0 0.1 0.1
N -6.84091 -1.95853 -0.22230 -0.2 -0.2 -0.1
C -7.12990 -2.37929 -1.57088 0.1 0.0 -0.1
C -5.78739 -1.12932 0.03823 0.1 0.1 0.1
C -5.56010 -0.62070 1.32875 -0.2 -0.2 0.0
C -4.49907 0.21533 1.58607 0.4 0.2 -0.3
C -3.60940 0.59021 0.57694 -0.7 -0.5 -0.1
C -2.50411 1.46509 0.85812 0.8 0.6 0.3
N -1.67976 1.81947 -0.04488 -0.4 -0.4 -0.4
N -0.65980 2.63617 0.28729 -0.1 0.3 1.0
C 0.23009 3.09338 -0.64224 0.1 0.2 0.1
O 0.17648 2.81039 -1.81709 0.1 0.0 -0.2
C 1.36204 3.93206 -0.04004 0.1 -0.1 -0.2
N 2.57085 3.15959 0.19228 -0.2 0.0 0.1
C 3.15517 2.56209 -1.00251 0.3 -0.1 -0.3
C 2.97043 1.04574 -1.06891 -0.2 0.1 -0.2
N 3.59115 0.43418 0.08648 -0.1 0.4 0.0
C 4.10627 -0.83356 0.05267 0.1 -0.4 0.0
C 3.73692 -1.73642 -0.95599 0.0 0.2 0.1
C 4.25565 -3.01432 -0.99530 0.3 -0.2 0.2
C 5.14676 -3.41440 -0.01777 0.0 0.1 0.0
F 5.65359 -4.67337 -0.05112 0.0 0.1 0.0
C 5.53057 -2.55518 0.99360 0.0 -0.3 -0.2
C 5.01776 -1.27407 1.02396 -0.1 0.1 0.0
C 3.64424 1.25446 1.27385 -0.1 0.1 0.1
C 2.45312 2.20692 1.28233 0.2 0.0 0.2
C -3.83083 0.08763 -0.71012 0.1 0.1 0.3
C -4.88721 -0.74760 -0.97436 -0.1 -0.1 -0.1
H -8.27546 -1.66331 1.29212 0.0 -0.1 0.1
H -7.05269 -2.90688 1.63601 -0.1 0.0 0.0
H -8.33337 -3.22616 0.46633 0.0 0.0 0.0
H -7.19278 -1.51760 -2.23987 0.0 0.0 -0.1
H -8.08900 -2.89134 -1.59314 0.0 0.0 0.0
H -6.36521 -3.06429 -1.95335 0.0 0.0 -0.1
H -6.22478 -0.87244 2.13873 -0.1 0.0 0.1
H -4.35517 0.59090 2.59011 0.0 0.0 0.1
H -2.39862 1.81801 1.89624 0.0 0.0 -0.1
H -0.58641 2.95592 1.25759 0.0 -0.1 -0.5
H 1.60917 4.72750 -0.74713 -0.2 0.0 0.1
H 1.06277 4.38522 0.90874 0.0 0.0 0.0
H 2.70968 3.00929 -1.89076 0.0 0.0 0.0
H 4.22850 2.78825 -1.00146 -0.1 -0.1 -0.1
H 3.45315 0.67749 -1.97747 -0.1 0.0 0.0
H 1.89904 0.80723 -1.12909 0.1 0.0 -0.1
H 3.02188 -1.44493 -1.70762 -0.1 0.0 -0.1
H 3.96601 -3.70444 -1.77217 0.0 -0.1 -0.1
H 6.23277 -2.88717 1.74230 0.1 -0.1 0.1
H 5.34758 -0.60543 1.80253 0.0 0.1 0.1
H 3.58639 0.61340 2.15788 0.0 0.1 0.0
H 4.57429 1.83894 1.32560 0.0 0.0 0.1
H 2.43696 2.76737 2.22385 0.0 -0.1 0.0
H 1.53335 1.60112 1.22578 0.1 0.0 0.0
H -3.14576 0.37201 -1.49278 0.1 0.0 -0.1
H -5.01124 -1.11837 -1.97826 0.0 0.0 -0.1

No. 2
77
Properties=species:S:1:pos:R:3:forces:R:3 method="wB97M-V/def2-TZVPD" molar_mass_g_mol=712.9 homo_lumo_gap_ev=8.808 largest_force_ev_per_a=1.854 e_tot_ev=-69020.3989 homo_energy_ev=-8.88 lumo_energy_ev=-0.071
Ba 4.61377 8.25095 30.73851 -0.1 0.6 0.2
N 5.11762 10.49813 27.63924 -1.2 -0.1 0.1
O 5.32743 11.64331 27.27138 0.3 -0.1 -0.1
O 4.61252 9.63787 26.86502 0.6 0.4 0.5
O 5.30145 10.19092 28.86449 0.3 -0.3 -0.2
C 7.00749 6.01514 34.86811 -0.4 0.0 0.3
F 6.54038 4.93334 34.22126 0.0 -0.1 -0.1
F 7.09248 5.70307 36.16337 0.1 0.0 -0.2
F 8.22914 6.27536 34.40274 0.1 0.0 -0.1
S 5.89080 7.46218 34.63902 0.2 0.2 0.6
O 5.77020 7.56643 33.19403 -0.1 -0.1 -0.5
O 4.66984 7.05607 35.30437 0.0 -0.3 -0.1
O 6.60824 8.52791 35.27970 0.1 0.1 -0.2
C 1.73192 7.10695 26.64253 0.5 -0.1 -0.3
C 2.40299 6.51389 27.89341 0.2 0.7 -0.4
C 2.63114 5.05395 27.61463 -0.4 -1.1 0.5
O 3.11675 4.35256 28.76645 -0.1 0.5 -0.3
C 3.22140 2.96715 28.56274 -0.1 -0.4 -0.2
N 3.64484 7.27489 28.21340 -0.6 -0.7 -0.3
H 1.34594 8.10998 26.82115 -0.2 -0.1 0.1
H 0.97857 6.45029 26.20284 -0.3 0.2 0.3
H 2.49023 7.23568 25.86138 0.0 0.0 0.1
H 1.71297 6.57208 28.74195 0.1 0.0 0.1
H 3.26243 4.84752 26.73706 0.2 0.3 0.1
H 1.64704 4.60395 27.40274 0.1 0.2 -0.2
H 4.17305 2.71446 28.08127 0.0 -0.1 0.0
H 2.40286 2.57849 27.94325 0.0 0.1 0.0
H 3.14853 2.46071 29.52406 0.2 0.1 0.1
H 3.52884 8.23253 27.87431 0.1 0.0 0.0
H 4.37226 6.93452 27.58441 0.1 0.0 0.2
C 6.09631 3.51150 31.10492 0.4 0.1 0.0
C 6.04726 5.04370 30.91697 -0.5 -1.8 -0.3
C 6.62194 5.44739 29.56788 0.5 0.6 1.0
O 6.56706 6.87764 29.51908 0.0 -0.6 -0.5
C 7.43670 7.50686 28.59660 -0.1 1.1 -0.1
N 4.63779 5.46720 30.96029 -0.2 0.2 0.7
H 5.56702 3.26391 32.02593 -0.1 -0.1 -0.1
H 7.10471 3.10614 31.23379 0.0 0.2 -0.2
H 5.63113 3.00454 30.25660 -0.1 0.0 0.1
H 6.62770 5.44129 31.74698 -0.2 0.7 -0.1
H 6.04611 4.94284 28.78380 0.1 0.3 -0.3
H 7.68548 5.19564 29.52809 -0.1 -0.4 -0.2
H 7.16037 7.40598 27.54160 -0.1 -0.5 0.1
H 8.48788 7.24524 28.74583 -0.1 -0.3 0.1
H 7.31034 8.57352 28.79860 0.2 0.0 0.0
H 4.05636 5.00763 30.25690 0.5 0.1 -0.3
H 4.22345 5.14925 31.83429 0.3 0.2 0.1
C 8.07825 9.25217 32.04317 -0.5 0.0 0.1
C 9.29669 9.81690 31.37647 0.5 -0.2 -0.2
O 9.49728 11.15074 31.82221 -0.1 0.0 0.1
O 6.85979 9.65941 31.38861 0.4 -0.1 0.1
H 8.04466 9.53129 33.10121 0.1 0.1 -0.1
H 8.09646 8.16291 32.03165 -0.1 0.0 -0.2
H 9.18777 9.79659 30.28402 -0.2 -0.1 0.0
H 10.15803 9.17481 31.61121 -0.1 0.2 0.2
H 10.35376 11.45906 31.51594 0.0 0.0 -0.1
H 6.92509 10.58114 31.11002 0.0 0.0 0.0
C 2.78056 11.41422 31.63457 0.9 0.5 -0.3
C 2.56444 11.23905 30.15546 -0.7 0.7 0.3
O 2.33157 9.85818 29.87648 0.0 0.0 0.0
O 3.97854 10.69976 32.00517 -0.8 0.3 0.4
H 1.91734 11.11970 32.23558 0.0 -0.3 -0.1
H 2.96357 12.48225 31.80499 -0.1 0.0 0.0
H 3.39199 11.67127 29.58877 0.3 -0.5 0.0
H 1.69881 11.86922 29.90846 -0.1 -0.3 -0.1
H 1.61101 9.76974 29.24819 0.1 0.0 -0.1
H 4.11275 10.91756 32.93563 0.4 -0.3 0.0
C 1.78072 8.61522 34.31032 -0.3 -0.1 0.4
C 1.40727 8.09277 32.94681 -0.3 0.2 -0.1
O 2.47873 7.38329 32.34580 0.1 -0.2 -0.3
O 2.02787 7.54563 35.19493 0.0 0.0 -0.2
H 0.91648 9.16621 34.69825 0.1 0.1 0.0
H 2.63330 9.30115 34.25874 0.1 0.0 -0.1
H 1.13750 8.90769 32.27165 0.1 0.0 0.0
H 0.52927 7.44708 33.03931 0.0 -0.1 0.0
H 2.68325 6.62878 32.91325 0.0 0.1 0.1
H 2.98655 7.36339 35.23685 -0.1 0.1 0.1

No. 3
92
Properties=species:S:1:pos:R:3:forces:R:3 method="wB97M-V/def2-TZVPD" molar_mass_g_mol=699.7 homo_lumo_gap_ev=9.055 largest_force_ev_per_a=5.793 e_tot_ev=-78239.9421 homo_energy_ev=-7.14 charge=-1 lumo_energy_ev=1.919
C -1.05656 -1.39096 -0.71082 -1.3 1.1 1.7
F -0.16543 -2.33165 -0.86436 0.4 -0.3 -0.4
F -2.08308 -1.58302 -1.57132 0.9 0.1 0.1
F -1.62703 -1.57602 0.54095 0.6 0.2 -0.9
S -0.28572 0.40171 -0.77636 0.9 1.3 -1.0
O -0.85255 1.23460 0.29169 -0.8 -1.2 -1.0
O 1.13952 0.16864 -0.42663 -1.5 -0.4 -1.3
O -0.62122 0.83673 -2.17932 0.9 -1.2 3.1
C 5.28906 0.70490 0.93961 -0.4 0.1 -0.6
C 4.49800 -0.19152 1.86381 3.0 0.7 2.7
O 5.09201 -0.56529 2.91311 -1.4 0.1 -1.7
N 3.20393 -0.32827 1.64971 -1.6 -1.2 0.5
C 2.29665 -0.88831 2.67751 0.7 0.8 -0.3
H 4.96213 0.53952 -0.08697 0.5 -0.1 -0.2
H 6.36442 0.63685 1.10420 -0.2 -0.5 -0.2
H 5.06610 1.75444 1.13157 -0.4 0.0 0.3
H 2.74601 -0.21808 0.75624 0.3 0.4 -0.2
H 1.98545 -1.89752 2.40779 -0.2 0.1 0.1
H 1.48817 -0.16099 2.75153 -0.4 -0.5 -0.1
H 2.78521 -0.88722 3.65188 0.2 -0.1 -0.3
C -4.62782 -1.64103 -4.06359 -0.5 0.7 -0.4
C -4.67665 -0.10726 -3.78808 0.5 -3.2 0.6
O -5.33831 0.63106 -4.46979 -0.3 0.9 -0.5
N -4.03856 0.23336 -2.65250 0.3 -1.6 -0.1
C -4.35590 1.44615 -2.09459 -0.1 3.3 0.7
H -5.66650 -1.96700 -4.00900 -0.1 0.0 0.0
H -4.07838 -2.25760 -3.35222 0.3 0.3 -0.1
H -4.32292 -1.81511 -5.09549 0.2 -0.1 0.1
H -3.60899 -0.43157 -2.02526 -0.2 -0.2 -0.8
H -5.40505 1.54516 -1.81607 -0.2 -0.1 0.1
H -4.18243 2.21653 -2.84593 0.0 0.3 0.1
H -3.73485 1.69457 -1.23395 0.1 -0.2 0.0
C -0.65747 -8.24744 -2.22282 0.1 -1.1 0.3
C -0.19928 -6.84931 -2.35254 -1.8 2.1 -1.1
O -1.08339 -6.01400 -2.66406 2.3 -0.9 0.6
N 1.12985 -6.59065 -2.23771 0.5 -0.2 0.1
C 1.78497 -5.32079 -2.53633 -0.7 0.2 0.2
H -0.97838 -8.57208 -3.21263 0.0 0.1 0.0
H -1.53341 -8.28205 -1.57503 0.1 0.0 0.0
H 0.09950 -8.95804 -1.89093 0.0 0.0 0.2
H 1.73125 -7.31181 -1.86577 -0.4 0.0 -0.2
H 1.10156 -4.53723 -2.20908 0.3 0.2 0.0
H 1.98401 -5.17464 -3.59798 -0.2 -0.2 -0.1
H 2.74259 -5.24704 -2.02096 -0.2 -0.1 0.2
C -1.18822 2.07501 4.87485 1.2 1.4 0.7
C 0.18901 2.49877 4.37116 2.0 -1.2 1.5
O 1.14554 2.75846 5.08143 -0.3 0.8 1.7
N 0.43899 2.34971 3.09776 -2.5 -0.4 -5.2
C 1.55541 2.63685 2.22486 2.0 0.8 1.7
H -1.03647 1.72534 5.89603 0.1 -0.8 -0.3
H -1.70132 1.40001 4.18986 -0.2 0.4 0.3
H -1.61928 3.04731 5.11341 -1.0 0.0 -0.6
H -0.37403 2.22609 2.51141 -0.3 -0.4 0.1
H 1.53250 3.55263 1.63416 -0.9 0.1 0.0
H 1.86072 1.81644 1.57539 -0.4 -0.1 0.3
H 2.36296 2.89045 2.91163 0.5 -0.5 0.0
O 4.41130 5.13805 -3.05969 -0.3 -1.3 -0.1
C 3.85406 4.06403 -2.91751 -0.8 3.3 -1.3
O 3.78503 3.46489 -1.75938 0.6 0.4 1.2
C 3.36997 2.14602 -1.93699 -0.9 -1.8 0.8
C 2.46477 2.10167 -3.16834 1.0 0.5 -0.9
C 2.97124 3.33460 -3.93206 0.4 0.2 0.0
H 2.76837 1.86517 -1.07252 0.3 -0.1 0.1
H 4.28818 1.55895 -1.95513 -0.2 -0.4 -0.3
H 1.42745 2.16965 -2.84053 0.0 -0.1 -0.4
H 2.64635 1.28912 -3.87182 -0.4 -0.6 0.7
H 2.16814 3.93351 -4.36156 0.2 0.4 0.4
H 3.64212 3.13781 -4.76829 -0.1 -0.5 -0.1
O 0.44055 7.28849 -0.39313 -1.1 -3.8 0.2
C 0.03031 6.10138 -0.48867 0.7 5.1 -2.5
O -0.36054 5.36009 0.50048 -0.2 0.4 2.1
C -0.72819 4.06584 0.08155 -0.1 -1.4 -0.4
C -1.05536 4.22945 -1.38858 0.2 -1.2 -0.2
C -0.13009 5.33103 -1.82390 0.6 0.7 0.6
H -1.56808 3.61579 0.61084 -0.1 0.7 0.4
H 0.10293 3.40299 0.32230 0.0 0.1 -0.6
H -2.08813 4.56596 -1.47926 0.0 0.1 -0.1
H -0.98746 3.26636 -1.89448 0.1 0.1 -0.1
H -0.43670 5.85372 -2.72994 -0.3 0.6 0.6
H 0.92781 5.15521 -2.01898 0.2 -1.1 -0.2
O -1.55134 -3.68501 6.78127 1.2 0.7 0.6
C -1.73594 -3.18805 5.72087 -1.9 0.3 -2.0
O -1.25485 -2.01724 5.16397 -0.3 -0.3 1.9
C -1.99397 -1.65199 3.99036 1.2 0.1 -1.1
C -2.63699 -2.93347 3.50984 0.0 0.6 -2.1
C -2.73925 -3.76319 4.70369 0.7 -1.1 1.3
H -1.18503 -1.33931 3.33011 -0.3 0.2 -0.4
H -2.68792 -0.81296 4.04108 0.0 0.0 1.0
H -1.96593 -3.37128 2.77086 0.1 -0.2 0.1
H -3.57531 -2.83400 2.96417 -0.1 0.4 0.2
H -2.37841 -4.76420 4.46734 -0.5 -0.3 0.5
H -3.71543 -3.75691 5.18857 0.0 -0.3 -0.1